A molecular structure, C23H27FeO2S in a non-equilibrium geometry, computed with ωB97M-V/def2-TZVPD.

Computed properties:
- expectation value of S² = 8.8206
- HOMO level (alpha / beta) (Eh) = 0.08534 / -0.04248
- LUMO (alpha / beta) (hartree) = 0.1632 / 0.1675
- orbital gap (alpha / beta) (eV) = 2.1 / 5.7

ORCA input file:
```
! RIJCOSX wB97M-V def2-TZVPD def2/J DEFGRID3
* xyz -2 6
C -4.38683 -3.54544 1.02207
C -3.12317 -3.07956 1.70898
O -2.07090 -2.89243 0.74144
C -0.92221 -2.47587 1.34739
C 0.18773 -2.32930 0.42379
S 1.74889 -2.33082 1.02912
C 1.76495 -3.60053 2.35418
C 2.69984 -3.31437 -0.18308
O -0.87141 -2.26665 2.56643
H -5.12020 -3.76748 1.80231
H -4.79954 -2.75026 0.38776
H -4.24221 -4.45583 0.42660
H -3.30024 -2.11890 2.20479
H -2.81917 -3.82111 2.45574
H 0.01329 -2.43226 -0.63329
H 1.02822 -3.30596 3.10600
H 1.52889 -4.57793 1.90497
H 2.78732 -3.59496 2.75179
H 2.50477 -2.93917 -1.19568
H 3.75980 -3.17095 0.07424
H 2.40165 -4.36719 -0.07018
C -1.95174 4.32803 0.89898
C -0.57889 3.91120 1.13126
C -0.58710 2.48606 1.42977
C -1.96545 2.02248 1.37132
C -2.80707 3.16526 1.04370
Fe -1.41260 2.86295 -0.32493
C -2.17401 1.85952 -1.84657
C -2.12495 3.30147 -2.11056
C -0.76321 3.73919 -1.94069
C 0.08187 2.57614 -1.60539
C 1.46423 2.60031 -1.25783
C 2.35200 1.51406 -1.40482
C 3.60351 1.54365 -0.72412
C 4.50217 0.49275 -0.83624
C 4.20254 -0.62142 -1.63974
C 2.98127 -0.65401 -2.33027
C 2.06093 0.38528 -2.22124
C -0.84127 1.41460 -1.54044
H -2.29096 5.34576 0.74142
H 0.27796 4.56853 1.19956
H 0.26418 1.88978 1.74229
H -2.31244 1.02560 1.63009
H -3.89225 3.16341 1.02508
H -3.03819 1.21152 -1.93869
H -2.97414 3.90914 -2.40471
H -0.35714 4.72968 -2.08538
H 1.86235 3.54421 -0.88392
H 3.83257 2.42383 -0.11724
H 5.47176 0.54221 -0.33277
H 4.93280 -1.43513 -1.74601
H 2.76375 -1.48672 -3.00307
H 1.14984 0.37054 -2.81861
H -0.50182 0.40714 -1.32559
*
```

These are the natural (NBO) partial charges, in e, on atoms 1 to 5: number 1, C, carries -0.620; number 2, C, carries -0.071; number 3, O, carries -0.538; number 4, C, carries 0.734; number 5, C, carries -0.901

---

A molecular structure, C23H27N3O4 in a non-equilibrium geometry, computed with ωB97M-V/def2-TZVPD.

Computed properties:
- HOMO level (Eh) = -0.30277
- LUMO (hartree) = -0.0771
- orbital gap (eV) = 6.1
- energy relative to the best compared isomer or geometry (same formula, charge and spin) (kcal/mol) = 437.8

ORCA input file:
```
! RIJCOSX wB97M-V def2-TZVPD def2/J DEFGRID3
* xyz 0 1
C -4.91540 -1.34918 1.82713
H -5.65870 -0.78510 2.10896
H -5.09601 -1.74593 0.78706
H -4.67319 -2.14847 2.44831
C -3.71830 -0.62811 1.37546
N -3.93146 0.50070 0.57253
C -4.93654 1.49906 1.00228
C -4.46589 2.47400 1.92962
H -5.12697 3.36268 2.01878
H -3.36906 2.72246 1.95502
H -4.62025 2.09136 2.99382
H -4.99769 2.38696 -0.13230
H -5.83661 1.03314 0.87331
C -4.01546 0.16323 -0.79444
H -5.10196 -0.02588 -1.25952
C -3.36832 0.94603 -1.70587
N -1.90066 1.03130 -1.35160
C -0.93125 0.47185 -1.87078
O -0.88774 -0.06304 -3.00822
C 0.39246 0.86885 -1.18492
C 0.77995 2.13622 -1.36912
C 1.98676 2.58532 -0.71363
C 3.01200 1.62408 -0.46139
C 2.58230 0.20071 -0.33213
C 1.30008 -0.03254 -1.10063
N 1.00470 -1.45359 -0.72947
H 1.70434 -2.28049 -0.45936
C -0.33758 -1.91446 -0.90605
H -0.67830 -2.29818 -1.82047
H -1.11049 -1.44906 -0.40012
C -0.39404 -3.29127 -0.15297
O 0.36002 -4.42425 -0.80852
H 1.34557 -4.07683 -0.66499
H -0.12902 -3.34773 0.91892
H -1.45561 -3.86578 -0.10664
C 3.65596 -0.67064 -0.11191
O 3.37070 -2.07364 -0.25357
C 4.99444 -0.41634 0.40150
C 5.94169 -1.35996 0.42826
C 7.14995 -0.91325 0.77707
C 7.70945 0.22076 0.84335
C 6.54344 1.34026 0.65187
C 5.26695 0.86950 0.16596
C 4.32824 1.82600 -0.12435
O 4.55745 3.21109 -0.16360
H 7.09500 2.25228 0.39601
H 8.73170 0.47267 0.93758
H 8.13443 -1.94901 0.93111
H 5.68681 -2.34930 0.30448
H 2.29184 3.58709 -0.80086
H 0.17027 2.95476 -1.66634
H -1.81133 1.64915 -0.54012
H -3.60747 2.00854 -2.02280
H -3.19444 0.41538 -2.71276
H -3.47213 -0.98774 -0.76579
H -2.84952 -0.97808 1.44534
H -3.50507 -0.02762 2.40152
*
```

These are the natural (NBO) partial charges, in e, on atoms 1 to 5: number 1, C, carries -0.612; number 2, H, carries 0.197; number 3, H, carries 0.191; number 4, H, carries 0.221; number 5, C, carries -0.194

---

A single C23H27N3O5S molecule in a non-equilibrium geometry, computed with ωB97M-V/def2-TZVPD.

Computed properties:
- HOMO level (Eh) = -0.29413
- LUMO (hartree) = 0.0246
- structure (SMILES) = COc1ccc(CNC(=O)Cn2ccc3cc(S(=O)(=O)N4CCCC4)ccc32)cc1OC
- orbital gap (eV) = 8.7
- energy relative to the best compared isomer or geometry (same formula, charge and spin) (kcal/mol) = 77.4

ORCA input file:
```
! RIJCOSX wB97M-V def2-TZVPD def2/J DEFGRID3
* xyz 0 1
C -2.63702 -2.73341 -1.90491
H -2.22994 -3.37085 -2.69639
H -2.67744 -1.69443 -2.24008
H -3.63805 -3.07664 -1.64637
O -1.88631 -2.85512 -0.71644
C -0.55936 -2.53670 -0.74657
C 0.09220 -2.07578 -1.88405
C 1.45902 -1.86115 -1.89785
C 2.22028 -2.12048 -0.77051
C 1.57146 -2.52667 0.38534
C 0.19638 -2.72120 0.42908
O -0.28003 -3.09985 1.65124
C -1.65528 -3.00098 1.95014
H -2.06112 -2.02587 1.66883
H -1.71981 -3.12724 3.03167
H -2.23417 -3.78476 1.45735
H 2.13020 -2.70719 1.29071
C 3.70806 -1.88095 -0.76006
N 3.99220 -0.50754 -0.37568
C 4.36628 -0.17686 0.87356
O 4.74380 -0.96845 1.70792
C 4.33950 1.33510 1.17386
N 3.37107 2.05703 0.40118
C 2.04091 1.75039 0.32527
C 1.31436 0.75037 0.96512
C -0.02238 0.63891 0.65524
C -0.61596 1.51549 -0.25117
C 0.07841 2.52260 -0.87736
C 1.43812 2.64976 -0.59481
C 2.47313 3.50998 -1.05391
C 3.61836 3.11330 -0.43349
H 4.61161 3.51127 -0.52068
H 2.36931 4.31224 -1.75557
H -0.43110 3.18029 -1.56291
S -2.33031 1.29383 -0.69661
O -2.41100 0.38545 -1.80808
O -2.93478 2.58713 -0.87971
N -2.95402 0.49148 0.65524
C -3.10071 1.39338 1.79435
H -2.56033 0.98044 2.65096
C -4.60889 1.52294 2.07677
H -4.89559 2.55514 2.26302
H -4.87988 0.92171 2.94556
C -5.26308 0.95360 0.81757
H -6.25534 0.54691 1.00087
H -5.31986 1.72076 0.04508
C -4.25399 -0.11155 0.39455
H -4.34797 -1.01354 1.00836
H -4.30989 -0.38246 -0.65755
H -2.65564 2.35533 1.53207
H -0.63096 -0.12557 1.10508
H 1.77863 0.07615 1.66701
H 5.33445 1.74174 0.97310
H 4.14256 1.44089 2.24687
H 3.60016 0.20250 -0.97582
H 4.19987 -2.51981 -0.02454
H 4.13729 -2.06038 -1.74939
H 1.92960 -1.51138 -2.80499
H -0.47495 -1.87622 -2.77723
*
```

These are the natural (NBO) partial charges, in e, on atoms 1 to 5: number 1, C, carries -0.266; number 2, H, carries 0.174; number 3, H, carries 0.217; number 4, H, carries 0.192; number 5, O, carries -0.515

---

A single C23H27N3O5S molecule in a non-equilibrium geometry, computed with ωB97M-V/def2-TZVPD.

Computed properties:
- HOMO level (Eh) = -0.30357
- LUMO (hartree) = -0.0137
- structure (SMILES) = CCCCCCn1c(=O)c(C(=O)Nc2nc(CC(=O)OCC)cs2)c(O)c2ccccc21
- orbital gap (eV) = 7.9
- energy relative to the best compared isomer or geometry (same formula, charge and spin) (kcal/mol) = 0.0

ORCA input file:
```
! RIJCOSX wB97M-V def2-TZVPD def2/J DEFGRID3
* xyz 0 1
C 3.44054 1.65036 -2.20493
C 2.32524 0.68196 -2.58079
C 1.50815 1.20894 -3.75958
C 0.49285 0.20257 -4.30653
C -0.48149 -0.35242 -3.26779
C -1.31209 0.73995 -2.59403
N -2.17745 0.18419 -1.56337
C -3.42291 -0.30799 -1.86472
C -3.92200 -0.33871 -3.17467
C -5.18376 -0.82272 -3.43606
C -5.99812 -1.29856 -2.41134
C -5.52673 -1.29278 -1.12262
C -4.24493 -0.80669 -0.83397
C -3.74530 -0.82551 0.51372
C -2.46099 -0.37205 0.77100
C -1.63055 0.13968 -0.29561
O -0.47506 0.54368 -0.13523
C -1.96433 -0.43971 2.15276
O -2.65439 -0.88021 3.08420
N -0.70572 -0.00067 2.36830
C -0.09941 -0.05076 3.58610
N 1.11051 0.34504 3.78223
C 1.49245 0.16017 5.07449
C 0.54011 -0.38977 5.87455
S -0.91571 -0.68953 4.99424
H 0.60946 -0.63257 6.91455
C 2.89527 0.52535 5.45642
C 3.78555 -0.15176 4.42817
O 4.16631 -1.29000 4.50031
O 4.04771 0.67763 3.42307
C 4.66907 0.12933 2.26083
C 3.62412 -0.47154 1.33112
H 3.12855 -1.30355 1.82505
H 2.87654 0.27555 1.07753
H 4.09986 -0.83162 0.42305
H 5.39451 -0.63175 2.56773
H 5.18542 0.96734 1.78753
H 3.03275 1.60484 5.39178
H 3.12057 0.16058 6.45665
H -0.18822 0.35246 1.54925
O -4.54091 -1.29468 1.45297
H -4.03727 -1.25828 2.32216
H -6.12321 -1.66182 -0.30353
H -6.98510 -1.67270 -2.63273
H -5.54234 -0.83529 -4.45442
H -3.32277 0.00679 -3.99985
H -1.91073 1.29555 -3.31621
H -0.64336 1.43622 -2.08535
H 0.07280 -0.88666 -2.49556
H -1.14823 -1.07044 -3.75241
H -0.07371 0.67999 -5.11056
H 1.03365 -0.64063 -4.74223
H 2.19061 1.46995 -4.57278
H 0.99909 2.12768 -3.46226
H 2.75857 -0.28526 -2.84630
H 1.67934 0.53748 -1.71413
H 4.01246 1.26676 -1.36384
H 4.11895 1.80074 -3.04266
H 3.02579 2.61582 -1.92372
*
```

These are the natural (NBO) partial charges, in e, on atoms 1 to 5: number 1, C, carries -0.597; number 2, C, carries -0.409; number 3, C, carries -0.395; number 4, C, carries -0.389; number 5, C, carries -0.410